[1]
88
Properties=species:S:1:pos:R:3 method="wB97M-V/def2-TZVPD" relative_energy_kj_mol=86.5 lumo_ha=0.1392 charge=-2 total_energy_ha=-4694.5486
Cs -1.47 -1.14 1.30
C 2.07 -3.96 0.31
N 2.18 -2.77 1.12
C 1.72 -3.03 2.47
C 3.38 -2.03 1.01
C 4.48 -2.53 0.31
C 5.65 -1.78 0.13
C 5.72 -0.51 0.68
C 4.64 0.00 1.40
C 3.43 -0.72 1.58
N 2.32 -0.18 2.14
C 2.38 0.73 3.13
C 3.39 0.77 4.12
C 3.33 1.61 5.22
C 2.26 2.48 5.38
C 1.26 2.49 4.40
C 1.30 1.66 3.30
N 0.27 1.66 2.32
C -0.96 2.35 2.65
C 0.72 2.00 0.98
H 2.75 -4.77 0.64
H 2.28 -3.74 -0.74
H 1.05 -4.33 0.38
H 2.27 -3.87 2.92
H 0.66 -3.30 2.45
H 1.83 -2.14 3.08
H 4.43 -3.52 -0.11
H 6.47 -2.20 -0.43
H 6.60 0.10 0.56
H 4.70 1.00 1.80
H 4.22 0.08 4.03
H 4.12 1.57 5.96
H 2.19 3.14 6.24
H 0.43 3.18 4.52
H -0.84 3.45 2.72
H -1.35 1.99 3.60
H -1.69 2.14 1.86
H 0.93 3.08 0.89
H -0.07 1.75 0.27
H 1.61 1.43 0.74
O -4.77 -0.13 -3.54
C -5.46 0.47 -2.54
C -6.81 0.75 -2.73
C -7.54 1.36 -1.73
C -6.94 1.71 -0.53
C -5.59 1.42 -0.34
C -4.84 0.80 -1.32
C -3.38 0.43 -1.02
O -2.88 0.95 0.09
N -2.58 0.87 -2.26
N -1.30 0.37 -2.16
C -0.34 1.17 -2.37
C 1.05 0.76 -2.19
Br 1.33 -0.95 -1.44
C 2.11 1.56 -2.35
C 2.08 2.95 -2.84
C 2.82 3.92 -2.16
C 2.81 5.24 -2.57
C 2.07 5.62 -3.68
C 1.35 4.67 -4.38
C 1.36 3.34 -3.97
H -3.81 -0.01 -3.33
H -7.26 0.48 -3.68
H -8.60 1.56 -1.88
H -7.51 2.19 0.25
H -5.07 1.66 0.58
H -3.29 -0.68 -1.11
H -2.57 1.89 -2.22
H -0.51 2.23 -2.58
H 3.07 1.19 -2.01
H 3.38 3.63 -1.28
H 3.37 5.98 -2.02
H 2.06 6.66 -4.00
H 0.78 4.95 -5.26
H 0.81 2.59 -4.52
O -2.27 -5.87 2.48
C -2.21 -4.75 1.94
O -2.19 -3.60 2.45
C -2.18 -4.78 0.39
C -2.93 -5.75 -0.27
C -2.97 -5.74 -1.65
C -2.23 -4.78 -2.34
C -1.49 -3.87 -1.59
N -1.47 -3.86 -0.26
H -3.46 -6.48 0.32
H -3.56 -6.46 -2.20
H -2.23 -4.73 -3.42
H -0.89 -3.11 -2.08

=====

[2]
87
Properties=species:S:1:pos:R:3 method="wB97M-V/def2-TZVPD" relative_energy_kj_mol=0.9 lumo_ha=0.0224 total_energy_ha=-2737.1640
Ca -0.10 -0.09 0.08
C -2.29 0.92 -2.66
C -1.40 0.02 -3.53
C -1.40 -1.42 -3.08
C -2.08 -2.38 -3.81
C -2.11 -3.69 -3.37
C -1.45 -4.01 -2.19
C -0.79 -2.99 -1.53
N -0.75 -1.72 -1.95
N -1.64 1.57 -1.51
C -2.70 2.07 -0.63
C -2.19 2.59 0.69
C -2.83 3.64 1.34
C -2.37 4.04 2.58
C -1.27 3.40 3.13
C -0.68 2.38 2.40
N -1.14 1.97 1.22
C -0.80 2.69 -1.93
C 0.60 2.33 -2.37
C 1.28 3.18 -3.24
C 2.60 2.91 -3.54
C 3.21 1.81 -2.96
C 2.45 1.01 -2.11
N 1.16 1.26 -1.84
H -3.10 0.31 -2.26
H -2.74 1.70 -3.29
H -0.38 0.39 -3.56
H -1.78 0.06 -4.55
H -2.59 -2.10 -4.72
H -2.64 -4.45 -3.92
H -1.45 -5.01 -1.79
H -0.25 -3.19 -0.61
H -3.35 1.22 -0.41
H -3.29 2.85 -1.13
H -3.68 4.13 0.87
H -2.85 4.86 3.10
H -0.87 3.69 4.09
H 0.20 1.86 2.77
H -0.67 3.35 -1.06
H -1.30 3.29 -2.71
H 0.78 4.04 -3.66
H 3.16 3.56 -4.21
H 4.24 1.56 -3.14
H 2.88 0.15 -1.63
O -2.33 -0.68 0.25
C -2.89 -1.83 0.29
C -3.95 -2.16 -0.60
C -4.53 -3.40 -0.62
C -4.12 -4.40 0.28
C -3.14 -4.09 1.19
C -2.50 -2.85 1.21
C -1.57 -2.59 2.30
N -0.68 -1.68 2.39
C -0.08 -1.58 3.72
C 1.43 -1.84 3.76
N 2.11 -0.85 2.97
C 2.63 0.16 3.55
C 3.15 1.31 2.83
C 4.12 2.11 3.45
C 4.63 3.23 2.84
C 4.14 3.59 1.58
C 3.16 2.85 0.96
C 2.61 1.67 1.56
O 1.66 1.03 0.99
H -4.28 -1.39 -1.29
H -5.32 -3.61 -1.33
H -4.59 -5.38 0.27
H -2.84 -4.83 1.93
H -1.72 -3.27 3.15
H -0.57 -2.27 4.42
H -0.25 -0.56 4.09
H 1.64 -2.83 3.36
H 1.74 -1.82 4.82
H 2.68 0.20 4.65
H 4.47 1.82 4.44
H 5.39 3.83 3.33
H 4.52 4.47 1.08
H 2.76 3.14 0.00
N 2.88 -1.63 0.45
C 4.04 -2.09 -0.04
C 3.78 -2.57 -1.31
C 2.41 -2.36 -1.49
N 1.88 -1.78 -0.41
H 2.65 -1.21 1.38
H 4.95 -2.04 0.54
H 4.48 -3.02 -1.99
H 1.80 -2.58 -2.34